Entry 1:
18
Properties=species:S:1:pos:R:3:forces:R:3:nbo_charge:R:1 method="wB97M-V/def2-TZVPD" smiles=CCSSCCN homo_energy_ev=-8.2021 multiplicity=1 e_lumo_ev=0.76 relative_energy_kcal_mol=31.98 gap_ev=9.0
N -2.46971 0.59256 1.80551 0.2 1.1 0.4 -0.85
C -1.34275 0.74978 0.79446 0.4 0.1 2.5 -0.24
C -1.42525 -0.55715 -0.04569 -1.9 1.2 2.5 -0.57
S -0.69372 -2.01722 0.63357 1.2 0.2 0.0 0.14
S 1.26186 -1.22330 0.71842 -0.1 -0.3 0.0 0.06
C 1.46247 -0.50917 -0.95832 -1.2 -0.8 -0.6 -0.54
C 2.88482 0.05251 -1.16230 -0.2 -0.3 3.6 -0.62
H -3.34515 0.90128 1.41323 -0.3 -0.4 -1.0 0.34
H -2.51222 1.24709 2.60490 1.3 -0.4 -0.4 0.36
H -1.47648 1.63008 0.15329 0.0 -0.2 -0.1 0.18
H -0.34022 0.95728 1.41804 -2.1 -0.9 -1.6 0.22
H -2.50584 -0.73108 -0.16456 0.3 -0.3 0.2 0.24
H -1.10201 -0.38794 -0.99402 1.1 0.3 -2.7 0.20
H 1.23780 -1.37065 -1.67718 0.3 1.3 0.8 0.22
H 0.63718 0.25774 -1.03842 1.3 -0.7 -0.3 0.21
H 2.90839 1.15459 -0.94688 0.3 -1.2 -0.3 0.22
H 3.21989 -0.21623 -2.10168 0.6 0.0 -2.1 0.22
H 3.60094 -0.53019 -0.45236 -1.1 1.3 -1.0 0.22

Entry 2:
13
Properties=species:S:1:pos:R:3:forces:R:3:nbo_charge:R:1 method="wB97M-V/def2-TZVPD" homo_energy_ev="-8.2944 / -7.7449" multiplicity=1 e_lumo_ev="1.04 / 0.57" relative_energy_kcal_mol=139.29 gap_ev="9.3 / 8.3"
C -1.35744 -0.95557 1.65417 1.1 -2.2 -1.6 -0.19
C -1.62370 -0.20967 0.40996 2.1 -3.0 0.6 0.11
C 1.67456 0.54238 -0.55668 -0.6 -2.3 0.9 -0.74
C 0.81505 0.33038 -1.79766 0.7 3.2 4.2 0.26
O -0.97413 0.39377 1.37165 0.9 1.8 2.0 -0.45
F 0.18764 1.45285 -2.17931 -0.3 0.4 -0.3 -0.35
H -2.14344 -1.20898 2.37416 0.4 0.7 -0.1 0.19
H -0.51432 -1.71565 1.55453 -1.1 1.2 0.5 0.18
H -2.52093 0.05450 0.05841 -3.2 1.5 -1.6 0.15
H 2.03610 -0.45352 -0.12371 -0.2 1.1 -1.1 0.22
H 1.10565 0.88582 0.31898 -0.5 0.2 -0.5 0.24
H 2.50143 1.23856 -0.55888 0.4 0.1 -0.8 0.22
H 0.81353 -0.35485 -2.52562 0.4 -2.7 -2.3 0.14

Entry 3:
11
Properties=species:S:1:pos:R:3:forces:R:3:nbo_charge:R:1 method="wB97M-V/def2-TZVPD" homo_energy_ev=-9.5067 multiplicity=1 e_lumo_ev=0.95 relative_energy_kcal_mol=108.88 gap_ev=10.5
C 1.17044 0.64155 -1.49348 -0.1 0.1 -0.2 -0.46
N 1.38932 -0.08863 -0.25914 -0.4 -0.1 0.3 -0.41
C 0.45537 -0.29102 0.54894 0.5 -0.1 -0.1 0.35
O -0.84278 0.20958 0.34520 -0.2 0.0 0.0 -0.51
C -1.84382 -0.23453 1.09542 0.4 0.0 -0.2 0.39
O -1.63653 -1.19214 1.93199 -0.2 0.3 -0.2 -0.66
H 1.45273 -0.00728 -2.32862 0.0 0.1 0.1 0.21
H 1.84926 1.49989 -1.51056 -0.1 -0.1 0.0 0.21
H 0.14357 0.99174 -1.63916 0.1 0.0 0.0 0.19
H 0.59095 -0.84047 1.47398 0.0 0.1 -0.1 0.19
H -2.72848 -0.68868 1.83541 -0.1 -0.2 0.3 0.48

Entry 4:
32
Properties=species:S:1:pos:R:3:forces:R:3:mulliken_charge:R:1 method="wB97M-V/def2-TZVPD" homo_energy_ev=-16.1341 total_charge=+2 multiplicity=1 e_lumo_ev=-9.56 relative_energy_kcal_mol=163.55 gap_ev=6.6
Tl 0.77059 -1.01121 -0.01130 0.6 -6.1 1.6 0.66
C 1.20693 2.50611 1.62707 -1.0 0.0 0.1 -1.24
C 0.93218 1.22013 0.84721 0.6 4.7 2.1 0.86
O 1.63441 0.82635 -0.10082 7.3 9.0 13.7 -0.56
O -0.05968 0.50022 1.13454 -0.5 4.4 0.9 -0.62
H 1.61767 3.30691 1.01217 0.2 -0.3 0.2 0.36
H 1.77952 2.32641 2.53699 0.9 -0.4 -0.5 0.33
H 0.31495 2.86795 2.13849 -0.5 0.0 -0.7 0.38
C -2.84430 -1.09896 1.96258 1.3 -0.3 -1.1 -1.33
C -1.24787 -1.06589 2.10375 -3.5 0.8 3.9 1.00
O -0.54245 -1.52006 1.18156 -3.5 -6.5 2.2 -0.44
N -0.83798 -0.65957 3.31077 0.1 -1.6 -1.8 -0.07
C 0.54309 -0.46319 3.75137 -0.1 1.3 0.3 -0.74
H -3.11409 -1.21905 0.91335 0.3 -0.1 -0.1 0.35
H -3.39855 -0.20850 2.25919 0.6 0.1 0.5 0.44
H -3.26298 -1.98218 2.44500 0.3 0.0 0.3 0.38
H -1.60634 -0.46257 3.93599 0.2 0.2 0.2 0.28
H 1.30177 -0.74467 3.02112 -0.4 -0.5 0.1 0.24
H 0.76310 -0.85158 4.74579 -0.3 -0.5 -0.3 0.37
H 0.64515 0.61696 3.85606 0.2 0.1 0.0 0.27
C 1.09519 1.22198 -3.50733 0.5 -0.4 -0.3 -1.22
C 0.80895 0.01418 -2.60977 -0.8 -0.5 -6.2 1.07
O 1.17371 0.06698 -1.42111 -1.8 -3.6 -16.8 -0.04
N 0.39923 -1.15608 -3.14172 0.4 2.1 1.1 -0.06
C -0.41875 -1.39208 -4.32457 -0.9 -0.4 -0.7 -0.94
H 0.91842 1.03308 -4.56618 -0.6 -0.2 0.2 0.43
H 2.17804 1.34630 -3.51569 0.4 -0.3 0.4 0.34
H 0.77340 2.23096 -3.24946 -0.6 -0.4 0.5 0.38
H 0.54149 -1.83280 -2.40558 -0.5 -1.2 -0.8 0.06
H -1.27413 -2.01278 -4.05783 -0.1 0.2 0.3 0.33
H 0.02399 -1.94687 -5.15179 0.8 0.2 0.3 0.33
H -0.81457 -0.45661 -4.71995 0.2 0.0 0.2 0.41

Entry 5:
35
Properties=species:S:1:pos:R:3:forces:R:3:nbo_charge:R:1 method="wB97M-V/def2-TZVPD" homo_energy_ev=-20.0616 total_charge=+3 multiplicity=1 e_lumo_ev=-12.15 gap_ev=7.9
Pt 2.67171 1.15410 -1.24398 0.1 -0.1 -0.1 0.90
N 4.08312 -0.35979 -1.03764 0.0 0.0 0.0 -0.77
C 3.90899 -1.14516 0.22106 0.0 0.0 0.0 -0.37
C 2.68179 -0.66118 0.94712 0.0 0.0 -0.1 0.77
O 2.11735 -1.21249 1.83786 -0.1 0.0 0.0 -0.49
O 2.17657 0.52489 0.50266 -0.1 0.1 0.0 -0.63
H 4.07997 -0.97897 -1.84700 0.0 0.0 0.0 0.44
H 4.99927 0.09481 -1.04624 0.0 0.0 0.0 0.45
H 4.77675 -1.03568 0.87212 0.0 0.0 0.0 0.29
H 3.79367 -2.20323 -0.00664 0.0 0.0 0.0 0.28
Ge 0.17157 0.74297 -1.79904 0.1 0.2 -0.1 1.19
C -0.28647 -0.87341 -0.76745 -0.1 0.2 -0.1 -0.25
C -0.70616 -0.53079 0.60555 -0.2 0.2 0.1 -0.34
C -1.63913 -1.46489 1.25143 0.0 0.0 0.0 0.07
C -1.99354 -2.64874 0.66336 0.2 -0.1 -0.2 -0.26
C -1.49850 -2.94787 -0.61229 0.0 0.2 0.1 0.10
C -0.65137 -2.05345 -1.33023 0.1 -0.3 0.2 -0.25
C -1.07875 1.65992 -0.59506 -0.2 -0.5 0.2 -0.25
C -0.95062 1.03984 0.76267 -0.1 0.0 -0.2 -0.39
C -1.95272 1.45947 1.75790 -0.1 0.0 0.0 0.06
C -2.96729 2.31454 1.43798 0.2 0.0 0.1 -0.26
C -3.05235 2.81176 0.12996 0.1 0.0 -0.1 0.10
C -2.10396 2.49717 -0.88399 0.1 0.3 0.1 -0.18
H 0.01583 0.68357 -3.30451 0.0 -0.1 0.0 -0.04
H 0.18673 -0.74986 1.25682 0.1 -0.1 0.0 0.40
H -1.94452 -1.26735 2.27398 -0.1 0.1 0.0 0.26
H -2.63604 -3.34865 1.18173 0.0 0.0 0.0 0.29
H -1.79142 -3.87702 -1.09114 0.0 0.0 0.0 0.28
H -0.35871 -2.32541 -2.33725 0.0 0.0 0.0 0.27
H 0.00407 1.42248 1.17728 0.0 0.1 0.0 0.35
H -1.83751 1.12458 2.78447 0.0 -0.1 0.0 0.26
H -3.68808 2.62449 2.18341 0.0 0.0 0.0 0.29
H -3.87823 3.46867 -0.12679 0.0 0.0 0.0 0.28
H -2.23287 2.93995 -1.86389 0.0 0.0 0.0 0.26
Br 1.58087 3.12073 -1.95420 0.0 0.0 0.0 -0.11

Entry 6:
150
Properties=species:S:1:pos:R:3:forces:R:3:mulliken_charge:R:1 method="wB97M-V/def2-TZVPD" homo_energy_ev=-7.7364 multiplicity=1 e_lumo_ev=-1.03 gap_ev=6.7
C -32.12573 -27.04306 -13.48431 1.6 0.7 0.3 -0.78
N -32.68965 -26.49878 -14.75373 -0.8 -1.1 -1.5 0.42
C -32.26538 -27.34832 -15.96469 0.0 0.4 0.5 -1.05
C -34.18116 -26.58743 -14.55754 0.0 0.7 -0.8 -0.87
C -32.36392 -25.08116 -15.10835 0.6 1.9 1.7 -1.63
C -30.89882 -24.72160 -15.22853 0.3 -1.3 -1.0 1.23
O -30.16816 -24.93632 -14.03405 -0.5 0.6 -0.3 0.13
H -32.29393 -26.27182 -12.73544 -0.1 -0.2 0.2 0.38
H -31.04467 -27.16750 -13.55066 0.0 0.3 -0.3 0.20
H -32.49975 -28.01875 -13.18462 -0.7 0.2 -0.4 0.37
H -32.47667 -26.81941 -16.89224 -0.3 0.2 0.2 0.40
H -32.81120 -28.28746 -15.95828 0.2 -0.1 0.2 0.45
H -31.18493 -27.45541 -15.91455 -0.1 -0.3 0.1 0.37
H -34.46124 -26.09278 -13.63029 0.2 -0.5 0.3 0.36
H -34.45155 -27.63453 -14.64327 -0.3 0.1 0.3 0.38
H -34.66876 -25.97534 -15.31640 0.0 -0.4 -0.3 0.36
H -32.75456 -24.46831 -14.28892 -0.2 -0.1 0.0 0.45
H -32.85270 -24.73061 -16.01637 -0.3 -0.7 -0.1 0.43
H -30.76672 -23.70514 -15.60652 -0.4 0.2 0.3 0.22
H -30.49886 -25.31102 -16.06380 0.4 -0.1 0.2 -0.43
H -29.71198 -24.06947 -13.94756 0.4 -0.6 0.4 0.04
N -28.70629 -22.69747 -14.13562 -1.9 2.9 2.7 0.50
S -28.60640 -21.44753 -13.02376 -1.3 0.2 3.8 -0.13
O -28.33481 -20.13409 -13.52647 -0.2 -1.2 -0.3 -0.28
O -27.97025 -21.86078 -11.79528 -0.2 0.1 -1.4 -0.58
F -30.12356 -21.32467 -12.50256 0.2 -0.4 -1.3 0.06
S -27.38401 -22.39832 -14.84278 5.5 -1.2 -5.7 -0.85
O -26.19891 -22.57918 -14.01940 -1.3 0.6 -0.3 0.05
O -27.32868 -21.41364 -15.90199 -0.7 -0.2 2.0 -0.07
F -27.38583 -23.69754 -15.77575 -0.3 -0.6 0.7 -0.35
C -22.78599 -24.64744 -18.12623 -0.3 -0.1 -0.4 -1.62
C -23.81454 -24.02404 -17.11263 1.5 -0.9 -1.4 2.09
C -23.03653 -23.23216 -16.04254 0.7 -0.5 0.8 -1.28
C -22.77770 -21.75671 -16.23064 -0.4 0.9 -1.6 -0.93
C -24.00593 -21.08403 -16.86570 0.1 -0.9 1.1 -0.71
C -24.50816 -21.79156 -18.11980 -1.4 -0.8 -0.5 1.54
N -24.76166 -23.22690 -17.85691 -0.7 1.7 2.5 0.62
O -25.54798 -23.88365 -18.77776 0.1 -0.2 -0.5 0.20
C -25.83149 -21.12412 -18.53802 0.3 0.2 -1.6 -1.51
C -23.53544 -21.66619 -19.28055 2.2 1.2 0.9 -1.74
C -24.48863 -25.17412 -16.39235 -0.5 -0.2 -0.6 -2.43
H -21.89506 -24.03115 -18.24478 0.2 -0.3 0.3 0.35
H -23.15635 -24.73812 -19.15414 -0.4 0.2 0.1 0.19
H -22.60210 -25.69369 -17.87672 0.7 0.2 0.3 0.50
H -23.41882 -23.46794 -15.04499 -0.6 0.4 -0.1 0.05
H -22.04710 -23.69719 -15.98130 -0.1 -0.2 -0.1 0.47
H -21.93294 -21.65519 -16.91807 0.3 0.2 0.4 0.43
H -22.61488 -21.20671 -15.30410 0.5 -0.4 0.1 0.50
H -23.94410 -20.01308 -17.06037 0.5 0.0 -0.1 0.74
H -24.68707 -21.18445 -16.01373 -0.9 0.1 -0.7 -0.53
H -25.71664 -20.03908 -18.50027 -0.1 0.0 0.5 0.49
H -25.93482 -21.28832 -19.61741 -0.2 -0.2 0.0 0.45
H -26.76780 -21.44568 -18.09939 0.3 -0.1 0.5 -0.26
H -23.62472 -22.32860 -20.13800 -0.6 0.2 -0.1 0.26
H -23.36786 -20.61200 -19.52772 -0.8 0.0 -0.7 0.45
H -22.51567 -21.81498 -18.89999 -0.1 -0.7 0.0 0.35
H -25.19890 -24.71925 -15.70504 -0.1 -0.5 0.1 0.00
H -23.79129 -25.86623 -15.91825 0.2 0.5 0.4 0.49
H -24.97283 -25.83549 -17.11642 -0.5 0.3 0.0 0.55
H -25.03009 -24.00650 -19.59631 0.0 0.0 0.1 0.13
C -29.13862 -22.72561 -19.55107 -0.3 -0.2 -0.9 -1.92
C -29.96388 -24.00758 -19.76422 1.8 0.8 2.1 2.01
C -30.13539 -24.19308 -21.25504 -2.1 -0.5 -1.8 -1.44
C -30.21239 -25.63418 -21.73653 0.5 -0.8 0.0 -0.91
C -28.96870 -26.35383 -21.25180 -0.4 -1.1 0.5 -1.20
C -28.87883 -26.42046 -19.71156 0.0 0.3 0.7 1.34
N -29.20689 -25.12141 -19.12577 -0.3 -0.2 -1.8 -0.35
O -28.88646 -24.97163 -17.76437 0.1 0.4 -0.8 1.87
C -29.74017 -27.54796 -19.06411 -0.5 -0.8 -0.9 -1.55
C -27.44281 -26.77797 -19.40120 0.9 -0.3 0.8 -1.73
C -31.27401 -23.82936 -18.97986 -0.3 -1.1 -0.3 -1.59
H -28.27102 -22.75730 -20.21125 0.1 0.1 0.2 0.54
H -28.80698 -22.59472 -18.52354 -0.2 0.2 0.0 -0.05
H -29.79561 -21.92342 -19.89527 0.3 0.4 0.3 0.53
H -31.07663 -23.73588 -21.58961 -0.2 0.1 0.6 0.39
H -29.50044 -23.68525 -21.98530 1.0 0.1 1.0 0.43
H -30.28894 -25.75226 -22.82028 0.2 0.6 -0.1 0.45
H -31.08895 -26.20260 -21.40746 -0.1 0.3 0.5 0.35
H -28.01149 -25.99984 -21.63891 -0.2 0.7 0.0 0.36
H -28.97616 -27.39288 -21.59721 -0.1 -0.1 0.1 0.48
H -29.72999 -28.43181 -19.71274 0.2 0.0 0.0 0.45
H -29.38409 -27.93142 -18.10655 0.3 0.5 0.1 0.26
H -30.81033 -27.34824 -18.95328 0.1 0.5 -0.1 0.27
H -26.70443 -25.99564 -19.58225 -0.3 0.3 -0.2 0.14
H -27.36335 -26.99616 -18.33376 0.2 -0.2 0.0 0.21
H -27.11097 -27.65382 -19.96313 -0.2 -0.1 0.1 0.49
H -31.96268 -23.11054 -19.42264 -0.1 -0.2 -0.2 0.46
H -31.15210 -23.55189 -17.93213 0.6 0.2 -0.1 -0.04
H -31.65160 -24.85884 -18.95377 -0.8 0.2 -0.1 0.42
H -28.07691 -24.44338 -17.85156 0.2 -0.2 0.7 -0.39
C -29.94379 -18.01628 -14.89306 0.7 0.0 0.0 0.98
C -29.90788 -19.11886 -15.95060 0.2 -0.8 0.2 0.95
O -30.16746 -18.45107 -17.17385 0.0 0.5 0.0 -0.46
C -29.98168 -17.10206 -17.00077 -0.7 -1.5 0.2 0.49
O -29.97576 -16.34697 -17.91026 0.2 0.7 0.1 -0.54
O -29.90544 -16.83001 -15.67994 0.2 0.8 -0.5 -0.43
H -29.02123 -18.07795 -14.32060 -0.1 0.2 0.1 -0.52
H -30.77825 -17.92276 -14.20009 -0.2 -0.4 -0.3 0.04
H -30.59617 -19.95040 -15.80907 -0.4 0.3 0.0 -0.04
H -28.92135 -19.58032 -16.00979 0.1 0.2 0.0 -0.54
C -26.05424 -18.44470 -13.42170 0.6 1.0 0.3 0.58
C -24.84368 -17.80427 -12.77501 0.5 0.6 -1.6 -0.40
O -24.45164 -16.86062 -13.80621 0.7 0.9 1.9 -0.39
C -24.92649 -17.19811 -14.98005 -0.3 -0.5 -0.8 0.55
O -24.55171 -16.71263 -16.00564 -0.7 -0.5 0.2 -0.57
O -25.87164 -18.18723 -14.81824 0.6 -0.3 -0.5 -0.13
H -26.94530 -17.87193 -13.17241 -0.3 -0.7 0.5 0.08
H -25.97999 -19.48621 -13.12293 -1.0 -0.2 -0.6 -0.40
H -24.00440 -18.49860 -12.74761 0.0 -0.1 0.6 0.25
H -25.03978 -17.27094 -11.85133 0.2 -0.1 0.1 0.39
C -31.34791 -24.63115 -9.96507 -0.2 -0.7 -0.5 -0.49
C -31.47396 -23.40825 -10.89388 -1.4 -1.8 1.0 0.58
O -30.69214 -22.43755 -10.23520 -1.2 0.2 -0.9 -0.06
C -30.06471 -22.99926 -9.20676 2.3 -0.2 0.7 0.47
O -29.38431 -22.37674 -8.45628 -0.4 -0.4 0.1 -0.54
O -30.15754 -24.37510 -9.23920 -0.6 0.7 0.0 -0.35
H -31.33773 -25.55097 -10.55401 0.7 -0.1 0.1 0.26
H -32.18923 -24.78855 -9.28401 0.0 0.5 0.2 0.33
H -32.54775 -23.21396 -10.83947 0.1 0.8 -0.5 0.22
H -31.20776 -23.70877 -11.90545 0.6 0.8 -0.1 -0.35
C -24.04983 -21.76464 -11.44238 0.7 -0.4 -1.2 0.87
C -25.03129 -22.30343 -10.40435 -0.3 0.8 -1.8 1.00
O -24.39084 -21.98638 -9.20117 -1.2 -0.4 0.3 -0.39
C -23.15605 -21.50625 -9.41341 2.2 -0.1 0.2 0.53
O -22.34032 -21.23570 -8.58651 -0.9 0.0 0.2 -0.54
O -22.86368 -21.44497 -10.72525 -0.8 0.2 0.0 -0.39
F -25.27292 -23.63606 -10.59442 0.7 -0.4 0.6 -0.26
H -24.39184 -20.89492 -12.00700 -0.2 0.1 0.4 -0.68
H -23.76513 -22.48728 -12.20927 -0.3 -0.3 0.2 -0.09
H -26.01879 -21.87855 -10.58977 0.1 0.4 1.0 -0.01
C -32.63364 -19.23682 -11.39134 -1.9 -2.0 1.4 -0.24
C -33.58869 -20.46869 -11.43455 1.5 0.3 0.0 0.36
O -33.33707 -20.95183 -12.73785 -0.1 -1.2 0.4 -0.24
C -32.88936 -19.95588 -13.49853 -0.6 2.3 -0.2 0.66
O -32.76109 -19.93983 -14.67475 0.2 -0.5 0.2 -0.50
O -32.75793 -18.81464 -12.71002 0.9 -0.1 -1.0 -0.38
F -34.89972 -20.13928 -11.36406 -0.1 0.1 0.2 -0.34
H -31.64549 -19.60082 -11.09988 0.1 0.3 -0.3 0.13
H -33.06364 -18.61106 -10.61051 0.3 0.8 -0.5 0.39
H -33.33853 -21.21799 -10.68624 -0.3 -0.1 -0.2 0.16
C -26.51467 -25.75246 -13.06729 0.0 0.0 -1.5 0.47
C -27.12721 -26.71734 -14.06253 0.2 1.2 -0.3 1.37
O -27.55341 -27.76897 -13.26090 -0.6 -0.6 -0.2 -0.40
C -26.84581 -27.73797 -12.10164 1.1 -1.3 1.0 0.45
O -26.82046 -28.57382 -11.24818 -0.7 0.3 -0.8 -0.57
O -26.05112 -26.67716 -12.09016 -0.1 1.7 0.6 -0.38
F -26.14809 -27.11983 -14.94309 -0.5 -0.5 0.1 -0.30
H -27.27683 -25.01456 -12.80435 0.1 -0.2 1.0 -0.18
H -25.70770 -25.19561 -13.53651 0.3 -0.2 0.3 -0.01
H -27.96609 -26.28704 -14.60662 0.0 -0.3 -0.2 -0.35